No. 1
6 unconnected molecules or ions with the total composition C14H38NO6S5 at a distorted geometry, computed with ωB97M-V/def2-TZVPD.

Last column: Mulliken charge in e.
Cartesian coordinates (Å):
C 2.078 -1.983 1.602  -0.96
N 2.219 -3.455 1.499  0.00
C 1.000 -4.239 1.636  -0.75
C 2.928 -3.812 0.336  0.23
C 2.661 -3.020 -0.928  -0.04
O 3.736 -4.744 0.305  -0.65
H 1.066 -1.677 1.280  0.15
H 2.176 -1.727 2.663  0.20
H 0.400 -4.281 0.709  0.03
H 0.390 -3.749 2.395  0.36
H 1.194 -5.265 1.970  0.33
H 3.616 -2.741 -1.375  0.31
H 2.148 -3.669 -1.650  -0.03
H 2.077 -2.126 -0.750  -0.15
C 2.336 2.970 2.147  -1.12
S 1.195 1.959 1.175  0.59
O 0.719 0.875 2.063  -0.56
C 2.447 1.214 0.131  -0.84
H 1.753 3.488 2.908  0.30
H 3.073 2.321 2.621  0.37
H 2.824 3.697 1.496  0.36
H 3.162 0.683 0.759  0.38
H 2.928 1.997 -0.462  0.42
H 1.945 0.500 -0.520  0.05
C -0.584 -0.472 -4.487  -1.14
S 0.143 -1.665 -3.352  0.86
O 1.266 -0.992 -2.663  -0.62
C 0.840 -2.716 -4.638  -1.11
H -1.032 0.313 -3.883  0.30
H 0.196 -0.056 -5.125  0.38
H -1.354 -0.965 -5.080  0.37
H 1.520 -2.134 -5.262  0.34
H 0.029 -3.136 -5.235  0.37
H 1.387 -3.515 -4.141  0.28
C 0.499 6.566 -2.013  -1.03
S 0.505 5.463 -0.591  0.58
O 0.095 4.132 -1.085  -0.54
C -0.932 6.188 0.210  -0.91
H 1.305 6.250 -2.672  0.33
H -0.457 6.483 -2.528  0.30
H 0.673 7.590 -1.683  0.36
H -1.787 6.129 -0.464  0.31
H -0.719 7.223 0.476  0.37
H -1.126 5.607 1.109  0.24
C -2.874 -4.404 -0.269  -0.91
S -3.110 -2.682 -0.725  0.37
O -2.720 -2.557 -2.160  -0.60
C -1.705 -2.079 0.207  -0.28
H -3.621 -4.994 -0.797  0.36
H -1.872 -4.717 -0.561  0.22
H -3.010 -4.508 0.807  0.35
H -0.812 -2.595 -0.143  -0.20
H -1.868 -2.256 1.267  0.46
H -1.608 -1.011 0.030  0.22
C -2.487 1.847 2.165  -1.00
S -2.123 0.406 3.170  0.80
O -2.978 -0.698 2.659  -0.68
C -2.914 1.011 4.668  -1.11
H -2.108 1.648 1.165  0.22
H -3.565 2.006 2.135  0.50
H -1.975 2.714 2.583  0.26
H -3.963 1.228 4.464  0.32
H -2.393 1.903 5.015  0.35
H -2.834 0.225 5.416  0.33

As for the LUMO energy: 1.73 eV. As for the charge: -1.

=====

No. 2
5 unconnected molecules or ions with the total composition C14H38O5 at a distorted geometry, computed with ωB97M-V/def2-TZVPD.

Last column: Mulliken charge in e.
Cartesian coordinates (Å):
C 1.801 -2.241 2.998  -1.27
C 1.064 -2.347 1.635  0.56
C 0.226 -3.592 1.578  -1.29
O 0.194 -1.305 1.359  -0.53
H 1.161 -2.401 3.865  0.33
H 2.383 -1.327 3.113  0.31
H 2.508 -3.062 3.117  0.37
H 1.842 -2.458 0.880  0.22
H 0.867 -4.458 1.416  0.34
H -0.533 -3.666 0.799  0.33
H -0.340 -3.687 2.505  0.30
H 0.625 -0.640 0.818  0.32
C 1.687 -9.563 -1.367  -1.31
C 3.055 -9.111 -2.026  0.49
C 3.666 -7.869 -1.414  -1.18
O 4.032 -10.122 -1.810  -0.56
H 1.717 -9.749 -0.293  0.34
H 1.332 -10.552 -1.657  0.34
H 0.963 -8.764 -1.527  0.33
H 2.921 -9.089 -3.107  0.27
H 3.706 -7.754 -0.331  0.31
H 3.110 -7.027 -1.826  0.33
H 4.731 -7.713 -1.588  0.33
H 4.570 -10.165 -2.604  0.31
C -1.515 4.143 -4.634  -1.33
C -1.202 2.735 -4.127  0.56
C -1.333 1.548 -5.112  -1.25
O 0.122 2.789 -3.640  -0.55
H -2.599 4.249 -4.590  0.36
H -1.308 4.180 -5.703  0.33
H -1.035 5.041 -4.244  0.34
H -1.894 2.668 -3.287  0.22
H -2.374 1.294 -5.313  0.36
H -0.882 0.604 -4.804  0.33
H -0.996 1.728 -6.133  0.31
H 0.648 3.244 -4.301  0.32
C -0.230 7.034 1.389  -1.32
C 0.519 7.067 2.731  0.43
C 1.720 6.111 2.888  -1.13
O 0.997 8.309 2.711  -0.55
H 0.506 7.184 0.599  0.30
H -0.908 7.873 1.230  0.33
H -0.706 6.069 1.211  0.35
H -0.292 7.155 3.454  0.31
H 1.521 5.039 2.905  0.34
H 2.167 6.323 3.859  0.32
H 2.560 6.341 2.233  0.31
H 1.280 8.595 3.583  0.31
C -5.218 2.839 1.906  -0.93
C -4.379 2.385 3.099  -0.20
O -4.438 0.992 3.041  -0.51
H -6.194 2.355 1.866  0.29
H -4.766 2.704 0.924  0.25
H -5.402 3.914 1.909  0.33
H -4.715 2.694 4.088  0.24
H -3.353 2.749 3.042  0.24
H -3.592 0.712 2.684  0.31

The structure (SMILES) is CC(C)O.CC(C)O.CC(C)O.CC(C)O.CCO. As for the LUMO energy: 0.32 eV. As for the charge: 0.

=====

No. 3
A molecular structure, C14H39AlBN2O7 at a distorted geometry, computed with ωB97M-V/def2-TZVPD.

Last column: Mulliken charge in e.
Cartesian coordinates (Å):
C 4.726 3.829 -1.438  -0.66
O 3.274 3.999 -1.604  -0.19
C 2.733 3.180 -2.700  -0.42
Al 0.767 2.736 -2.138  -0.09
B 0.186 4.364 -0.954  0.39
O 0.398 4.256 0.503  -0.50
O -0.370 5.540 -1.650  -0.66
H 5.355 3.946 -2.420  0.26
H 5.084 4.713 -0.720  0.18
H 4.967 2.834 -0.835  0.23
H 2.671 3.833 -3.697  0.12
H 3.340 2.205 -2.936  0.26
H -0.203 2.542 -3.373  -0.26
H 0.827 1.468 -1.160  -0.16
H 1.391 4.408 0.691  0.28
H 0.249 5.663 -2.453  0.29
C -0.695 2.060 3.556  -0.59
O -0.446 1.007 4.478  -0.38
C -1.125 -0.209 4.141  -0.77
C -0.117 -1.283 3.701  -0.40
N 0.468 -0.962 2.395  0.10
C 1.612 -1.810 2.040  -0.73
C 2.868 -1.711 2.930  -0.59
O 3.537 -0.452 2.849  -0.42
C 3.020 0.545 3.719  -0.49
H -0.275 2.981 3.969  0.21
H -0.207 1.861 2.598  0.23
H -1.769 2.207 3.407  0.36
H -1.905 -0.053 3.386  0.36
H -1.619 -0.553 5.056  0.39
H -0.628 -2.251 3.639  0.36
H 0.654 -1.349 4.473  0.24
H 0.778 0.006 2.397  -0.10
H 1.901 -1.531 1.020  0.29
H 1.283 -2.855 1.997  0.48
H 3.587 -2.450 2.554  0.37
H 2.673 -1.988 3.971  0.37
H 2.627 0.129 4.650  0.28
H 2.255 1.129 3.205  0.15
H 3.838 1.229 3.966  0.29
C -2.851 -4.577 -3.738  -0.72
O -3.682 -3.899 -2.805  -0.33
C -3.276 -4.092 -1.445  -0.79
C -2.723 -2.783 -0.857  -0.21
N -1.427 -2.438 -1.451  -0.31
C -0.972 -1.083 -1.120  0.09
C -1.826 0.094 -1.633  -0.52
O -1.819 0.238 -3.055  -0.33
C -2.779 -0.563 -3.730  -0.60
H -3.320 -4.509 -4.723  0.23
H -1.866 -4.107 -3.795  0.30
H -2.749 -5.635 -3.477  0.34
H -2.560 -4.916 -1.338  0.40
H -4.177 -4.367 -0.887  0.39
H -2.605 -2.897 0.226  0.36
H -3.463 -1.999 -1.043  0.19
H -1.493 -2.513 -2.463  0.10
H 0.032 -0.980 -1.546  0.34
H -0.860 -0.999 -0.033  -0.20
H -1.372 1.015 -1.243  0.10
H -2.849 0.079 -1.244  0.31
H -3.687 -0.716 -3.143  0.29
H -2.336 -1.518 -4.011  0.16
H -3.051 -0.047 -4.657  0.30

As for the LUMO energy: 2.66 eV. As for the charge: -1.

=====

No. 4
A molecular structure, C14H39N3O7V2 at a distorted geometry, computed with ωB97M-V/def2-TZVPD.

Last column: Mulliken spin population.
Cartesian coordinates (Å):
O -6.753 -11.324 -21.139  -0.24
V -7.311 -12.723 -20.852  1.27
O -5.469 -12.533 -16.446  -0.46
V -5.414 -13.063 -17.994  1.44
O -5.513 -13.524 -20.091  -0.01
H -5.289 -14.365 -20.505  -0.01
C -9.174 -12.129 -16.875  0.00
C -8.383 -11.343 -17.887  0.00
O -7.343 -12.036 -18.574  0.02
H -9.986 -11.496 -16.512  0.00
H -8.583 -12.253 -15.961  0.00
H -9.523 -13.108 -17.199  0.00
H -7.964 -10.455 -17.408  0.00
H -9.045 -10.962 -18.673  0.00
C -4.377 -13.784 -23.962  0.00
C -5.308 -12.762 -23.326  0.00
C -5.526 -11.446 -24.103  0.00
O -6.310 -11.689 -25.257  0.00
C -5.588 -11.994 -26.449  0.00
N -6.591 -13.423 -22.940  -0.01
H -3.993 -14.523 -23.263  0.00
H -3.539 -13.308 -24.475  0.00
H -4.933 -14.244 -24.786  0.00
H -4.824 -12.588 -22.357  0.00
H -4.586 -10.924 -24.295  0.00
H -6.200 -10.736 -23.614  0.00
H -5.151 -12.995 -26.434  0.00
H -4.796 -11.265 -26.634  0.00
H -6.296 -11.939 -27.273  0.00
H -7.152 -13.513 -23.796  0.00
H -6.294 -14.409 -22.826  -0.01
C -5.168 -17.828 -21.320  0.00
C -5.558 -17.705 -22.792  0.00
C -6.176 -18.967 -23.389  0.00
O -6.465 -18.662 -24.724  0.00
C -7.055 -19.700 -25.473  0.00
N -6.414 -16.527 -22.972  0.00
H -4.383 -18.582 -21.207  0.00
H -5.977 -18.202 -20.694  0.00
H -4.671 -16.889 -21.068  0.00
H -4.674 -17.563 -23.421  0.00
H -7.040 -19.213 -22.753  0.00
H -5.483 -19.807 -23.282  0.00
H -7.217 -19.296 -26.467  0.00
H -8.015 -20.078 -25.094  0.00
H -6.467 -20.624 -25.414  0.00
H -6.779 -16.543 -23.921  0.00
H -7.212 -16.511 -22.344  0.00
C -2.346 -14.747 -19.799  0.00
C -3.263 -15.385 -18.755  -0.06
C -2.677 -16.669 -18.193  0.00
O -3.576 -17.082 -17.178  0.00
C -3.205 -18.345 -16.607  0.00
N -3.542 -14.421 -17.683  0.01
H -1.318 -14.605 -19.449  0.00
H -2.572 -13.693 -19.999  0.00
H -2.332 -15.323 -20.721  0.00
H -4.167 -15.708 -19.277  0.03
H -1.646 -16.616 -17.822  0.00
H -2.585 -17.393 -19.013  0.00
H -3.758 -18.330 -15.669  0.00
H -2.128 -18.427 -16.457  0.00
H -3.524 -19.203 -17.203  0.00
H -3.849 -14.988 -16.882  0.01
H -2.654 -14.031 -17.367  0.00

Its multiplicity is 3. As for the LUMO energy (spin up / spin down): -8.88 / -8.37 eV. As for the charge: +2.

=====

No. 5
4 unconnected molecules or ions with the total composition C14H40BFN3O4, computed with ωB97M-V/def2-TZVPD.

Last column: Mulliken charge in e.
Cartesian coordinates (Å):
O 0.794 4.173 -1.670  -0.60
C 1.578 3.957 -0.480  -0.18
C 1.121 2.771 0.356  -0.45
B 1.222 3.019 1.991  0.57
F 1.869 1.853 2.624  -0.55
H 0.469 3.308 -1.932  0.27
H 1.524 4.886 0.090  0.27
H 2.633 3.823 -0.761  0.13
H 1.729 1.888 0.122  0.16
H 0.088 2.530 0.079  0.00
H 1.916 4.015 2.239  -0.40
H 0.094 3.145 2.477  -0.24
C -3.519 -1.048 -2.390  -1.22
C -3.241 -0.174 -1.174  0.45
C -2.839 1.268 -1.500  -0.92
O -1.518 1.412 -1.969  -0.16
C -1.311 1.165 -3.342  -0.77
N -2.260 -0.858 -0.326  -0.64
H -2.593 -1.373 -2.868  0.29
H -4.052 -1.946 -2.073  0.12
H -4.129 -0.536 -3.137  0.37
H -4.172 -0.106 -0.599  0.34
H -2.875 1.848 -0.575  0.38
H -3.547 1.724 -2.207  0.39
H -2.170 1.490 -3.940  0.36
H -1.115 0.108 -3.545  0.25
H -0.435 1.736 -3.649  0.24
H -2.159 -0.360 0.554  0.28
H -1.348 -0.774 -0.768  0.28
C 6.883 2.604 1.679  -1.59
C 5.402 2.838 1.970  0.69
C 5.136 3.858 3.085  -0.43
O 5.419 3.396 4.400  -0.39
C 6.768 3.465 4.788  -0.64
N 4.729 1.563 2.200  -0.75
H 7.337 1.949 2.424  0.28
H 6.997 2.115 0.711  0.38
H 7.445 3.542 1.659  0.34
H 4.954 3.271 1.069  0.18
H 4.070 4.092 3.077  0.09
H 5.694 4.789 2.902  0.40
H 7.260 4.352 4.370  0.29
H 7.333 2.577 4.489  0.21
H 6.793 3.534 5.877  0.27
H 3.723 1.749 2.236  0.33
H 4.967 1.247 3.136  0.32
C -3.364 -6.854 -1.000  -1.49
C -3.490 -5.431 -0.466  0.39
C -4.914 -4.863 -0.526  -0.76
O -5.350 -4.479 -1.818  -0.35
C -5.847 -5.522 -2.628  -0.70
N -2.514 -4.574 -1.138  -0.71
H -3.364 -6.873 -2.090  0.28
H -2.421 -7.291 -0.672  0.37
H -4.178 -7.490 -0.646  0.35
H -3.223 -5.452 0.596  0.39
H -4.939 -3.947 0.069  0.34
H -5.634 -5.567 -0.084  0.50
H -6.391 -6.263 -2.033  0.32
H -5.051 -6.028 -3.181  0.24
H -6.534 -5.077 -3.347  0.25
H -2.510 -3.656 -0.696  0.25
H -2.847 -4.402 -2.083  0.34

As for the LUMO energy: 2.29 eV. As for the charge: -1.

=====

No. 6
3 unconnected molecules or ions with the total composition C14H40FN8O6P3 at a distorted geometry, computed with ωB97M-V/def2-TZVPD.

Last column: Mulliken charge in e.
Cartesian coordinates (Å):
C -4.973 -3.269 -1.728  -0.80
N -3.688 -3.727 -1.243  0.11
C -3.075 -4.613 -2.233  -1.07
P -3.155 -3.979 0.371  0.84
O -1.773 -3.360 0.078  -0.83
N -3.603 -2.675 1.412  0.18
C -4.082 -1.409 0.878  -0.92
C -2.601 -2.384 2.447  -1.19
N -4.700 -4.750 0.760  0.02
C -4.895 -6.113 0.289  -1.10
C -5.863 -4.187 1.415  -0.85
H -5.763 -4.022 -1.631  0.20
H -4.916 -3.006 -2.790  0.40
H -5.307 -2.355 -1.245  0.16
H -3.606 -5.570 -2.295  0.34
H -2.032 -4.826 -1.984  0.31
H -3.065 -4.155 -3.227  0.36
H -3.456 -1.034 0.060  0.30
H -4.130 -0.637 1.652  0.35
H -5.116 -1.502 0.539  0.20
H -1.773 -1.782 2.060  0.22
H -2.183 -3.313 2.852  0.42
H -3.051 -1.848 3.283  0.46
H -5.526 -6.138 -0.606  0.30
H -5.356 -6.743 1.056  0.41
H -3.938 -6.580 0.041  0.33
H -6.394 -3.488 0.764  0.27
H -5.609 -3.685 2.352  0.28
H -6.583 -4.964 1.697  0.37
C 4.263 3.797 -3.271  -0.83
N 3.392 3.383 -2.191  0.15
C 2.318 4.361 -2.019  -1.04
P 3.754 2.467 -0.783  0.83
O 2.446 1.655 -0.896  -0.86
N 4.730 1.087 -1.141  0.17
C 4.922 0.627 -2.508  -1.05
C 4.418 -0.083 -0.309  -1.10
N 5.242 3.397 -0.562  0.07
C 5.106 4.742 -0.022  -1.09
C 6.601 3.050 -0.927  -0.89
H 4.956 4.594 -2.983  0.22
H 3.679 4.175 -4.117  0.38
H 4.838 2.975 -3.690  0.18
H 2.698 5.301 -1.603  0.32
H 1.545 3.987 -1.343  0.28
H 1.816 4.577 -2.967  0.39
H 3.983 0.572 -3.068  0.30
H 5.396 -0.360 -2.540  0.38
H 5.629 1.271 -3.035  0.25
H 3.538 -0.622 -0.672  0.34
H 4.228 0.219 0.727  0.35
H 5.263 -0.779 -0.288  0.33
H 5.185 5.497 -0.811  0.30
H 5.867 4.952 0.736  0.41
H 4.138 4.868 0.470  0.31
H 6.752 3.096 -2.008  0.28
H 6.888 2.059 -0.564  0.28
H 7.327 3.736 -0.478  0.37
O -0.318 4.770 1.536  -0.37
N -0.356 4.173 0.486  0.22
O -1.435 3.352 0.474  -0.30
P -1.389 2.160 1.757  0.46
C -1.573 0.819 3.111  0.21
O -2.681 0.204 3.216  -0.47
N -0.502 0.380 4.055  -0.15
C 0.282 1.499 4.575  0.48
O -0.235 2.219 5.464  -0.46
F 1.616 1.808 4.185  -0.20
H 0.042 2.121 1.794  0.05
H -2.069 3.080 2.644  0.10
H -2.174 1.299 0.891  0.05
H 0.084 -0.368 3.649  0.32

The structure (SMILES) is CN(C)P(=O)(N(C)C)N(C)C.CN(C)P(=O)(N(C)C)N(C)C.O=NO[PH3]C(=O)NC(=O)F. As for the LUMO energy: -0.92 eV. As for the charge: 0.